Here is a single C4H7Cl2NS molecule from the OMol25 dataset. Energies are from wB97M-V/def2-TZVPD.

## Properties
- HOMO (eV) = -9.4
- relative energy (zero: lowest compared OMol25 entry of this formula, charge and spin) (kcal per mole) = 33.5
- E_tot (Ha) = -1529.8420
- HOMO-LUMO gap (eV) = 9.2

CARTESIAN COORDINATES (ANGSTROEM)
C 0.2474 0.4791 -0.7863
C -0.4718 0.5812 -1.9006
C 0.1067 -0.6827 1.4155
C 0.4154 -0.7933 -0.1025
N -1.8956 2.0289 -3.5562
S -0.5656 2.0823 -2.8082
Cl -1.6156 -0.6320 -2.3265
Cl 1.1918 1.5658 -3.9205
H 0.7840 1.3188 -0.5694
H 0.6021 0.2725 1.7787
H 0.3119 -1.5809 2.0398
H -0.9209 -0.4642 1.6775
H -0.2445 -1.3612 -0.6369
H 1.3603 -1.1624 -0.1299
H -2.1893 2.8336 -4.0811

***

Here is 2 unconnected molecules or ions with the total composition C4H7ClN2 from the OMol25 dataset. Energies are from wB97M-V/def2-TZVPD.

## Properties
- HOMO (spin up / spin down) (eV) = -7.3 / -8.5
- relative energy (zero: lowest compared OMol25 entry of this formula, charge and spin) (kcal per mole) = 103.6
- E_tot (Ha) = -726.1755
- HOMO-LUMO gap (spin up / spin down) (eV) = 7.3 / 8.7

CARTESIAN COORDINATES (ANGSTROEM)
C -1.4461 1.1589 0.1366
C -0.9714 -1.2910 0.4293
C 1.9693 0.9164 0.8133
C -0.7447 0.0217 -0.3644
N -2.1101 2.0762 0.4125
N -0.2177 -0.1841 -1.6475
Cl 2.7858 -0.5010 1.1488
H -0.5121 -2.0155 -0.2963
H -1.9835 -1.4296 0.5653
H -0.5588 -1.2714 1.4341
H 1.7756 1.4849 1.7342
H 2.2270 1.5317 -0.0320
H -0.1523 -1.1093 -2.1334
H -0.0609 0.6122 -2.2004

***

Here is a molecular structure, C4H7ClN2 from the OMol25 dataset. Energies are from wB97M-V/def2-TZVPD.

## Properties
- HOMO (eV) = -9.3
- relative energy (zero: lowest compared OMol25 entry of this formula, charge and spin) (kcal per mole) = 130.2
- E_tot (Ha) = -726.1330
- HOMO-LUMO gap (eV) = 9.9

CARTESIAN COORDINATES (ANGSTROEM)
C 1.5569 0.5995 0.3390
C 0.0337 0.4680 0.4449
C -0.7502 0.4811 -0.7283
C -1.2699 -0.9854 -0.7800
H 1.5233 1.5385 -0.5469
H 1.9768 0.6961 1.2078
H -0.3662 1.3038 1.2094
H -0.1231 0.9425 -1.5518
H -1.8558 0.9729 -0.5012
H -1.8203 -1.3731 -1.6968
H 0.6243 -1.3022 1.1927
N -1.3777 -1.5503 0.3540
N -0.5659 -0.7428 1.2766
Cl 2.4140 -1.0486 -0.2196

***

Here is a single C4H7ClN2 molecule from the OMol25 dataset. Energies are from wB97M-V/def2-TZVPD.

## Properties
- HOMO (eV) = -8.9
- relative energy (zero: lowest compared OMol25 entry of this formula, charge and spin) (kcal per mole) = 51.5
- E_tot (Ha) = -726.2585
- HOMO-LUMO gap (eV) = 9.8

CARTESIAN COORDINATES (ANGSTROEM)
C 0.5407 1.5731 0.2892
C -0.7821 1.0316 -0.1323
C -1.1955 -0.2017 0.1402
C -0.4775 -1.3478 0.7491
H 0.9743 0.9140 1.0582
H 0.4544 2.5692 0.6988
H 1.1930 1.6809 -0.5873
H -1.3954 1.6951 -0.7387
H -0.9635 -1.8519 1.5441
H 0.7091 -0.6238 -1.3737
H 1.9774 -1.8026 -1.0648
N 0.6092 -1.8349 0.2934
N 1.2527 -1.2005 -0.6860
Cl -2.8969 -0.6006 -0.1902

***

Here is 2 unconnected molecules or ions with the total composition C4H7ClN2 from the OMol25 dataset. Energies are from wB97M-V/def2-TZVPD.

## Properties
- HOMO (spin up / spin down) (eV) = -7.7 / -7.7
- relative energy (zero: lowest compared OMol25 entry of this formula, charge and spin) (kcal per mole) = 139.2
- E_tot (Ha) = -726.1187
- HOMO-LUMO gap (spin up / spin down) (eV) = 8.2 / 8.2

CARTESIAN COORDINATES (ANGSTROEM)
C 0.7363 -1.0703 0.2622
C 1.1869 -0.1618 -0.8934
C 0.0216 -0.1008 1.1360
C 0.2381 0.9423 -0.8007
N -0.1317 1.0487 0.5958
N 0.4396 2.0572 0.0467
Cl -3.3872 -0.2847 0.3719
H 0.1219 -1.8939 -0.2659
H 1.6752 -1.5484 0.8441
H 2.1962 0.2079 -0.7640
H 1.2029 -0.8540 -1.7682
H -3.4205 0.9676 0.5655
H -0.2734 -0.2065 2.2106
H -0.6059 0.8966 -1.5405

***

Here is a single C4H7ClN2S molecule from the OMol25 dataset. Energies are from wB97M-V/def2-TZVPD.

## Properties
- HOMO (eV) = -8.1
- relative energy (zero: lowest compared OMol25 entry of this formula, charge and spin) (kcal per mole) = 80.6
- E_tot (Ha) = -1124.3746
- HOMO-LUMO gap (eV) = 8.8

CARTESIAN COORDINATES (ANGSTROEM)
C 2.2257 1.4934 0.3003
C 0.2579 0.1683 0.1884
C -1.8151 -1.0428 -0.1924
C -1.5780 -2.1042 0.6874
H 2.9172 1.2892 -0.4797
H 2.1159 2.5436 0.5020
H 2.5376 0.9636 1.3548
H 0.2937 -0.3543 1.0819
H -0.6650 1.8895 -2.1909
H -2.9936 -0.8663 -0.1317
H -2.3555 -2.6476 1.1398
N 0.8765 1.2120 -0.3016
N -0.8468 -0.1300 -0.6393
S -1.0172 0.4683 -2.1224
Cl 0.0465 -2.8828 0.8034

***

Here is 2 unconnected molecules or ions with the total composition C4H7ClN3O from the OMol25 dataset. Energies are from wB97M-V/def2-TZVPD.

## Properties
- net charge = +1
- HOMO (spin up / spin down) (eV) = -13.1 / -13.2
- relative energy (zero: lowest compared OMol25 entry of this formula, charge and spin) (kcal per mole) = 23.2
- E_tot (Ha) = -855.8754
- HOMO-LUMO gap (spin up / spin down) (eV) = 7.1 / 7.9

CARTESIAN COORDINATES (ANGSTROEM)
C 0.7437 1.8363 -0.2315
C 1.0288 0.4460 -0.5016
C -0.8911 0.5428 0.5175
C 0.1645 -1.6671 -0.1152
N -0.0391 -0.2825 0.0033
N -0.5147 1.8156 0.3422
N -3.2315 -0.1137 0.7189
O 1.9985 -0.3381 -0.8905
Cl -3.9754 0.0712 -0.6700
H 1.3786 2.7454 -0.3139
H -0.8177 -2.1975 -0.0523
H 0.5824 -1.9358 -1.0876
H 0.8424 -2.1876 0.4906
H -0.9890 2.6269 0.7145
H -3.4404 0.7405 1.2856
H 2.8331 0.1423 -1.0856

***

Here is a single C4H7ClNOP molecule from the OMol25 dataset. Energies are from wB97M-V/def2-TZVPD.

## Properties
- HOMO (spin up / spin down) (eV) = -9.2 / -9.2
- relative energy (zero: lowest compared OMol25 entry of this formula, charge and spin) (kcal per mole) = 77.3
- E_tot (Ha) = -1088.0410
- HOMO-LUMO gap (spin up / spin down) (eV) = 8.0 / 8.0

CARTESIAN COORDINATES (ANGSTROEM)
C -2.5039 -1.9573 1.0871
C -1.4805 -1.7168 0.4653
C 2.1582 1.3033 -0.6026
C 1.3107 0.0703 -0.1782
N 0.0269 0.2160 -0.8269
O -2.5023 0.5533 -1.1631
P -1.4028 0.3375 -0.2676
Cl -1.7454 1.1640 1.3964
H -3.4806 -1.9292 1.6124
H -0.5828 -2.1327 0.0993
H 3.3012 1.1620 -0.6420
H 1.7530 1.7666 -1.5280
H 1.8645 2.1003 0.2118
H 1.8762 -0.9086 -0.5702
H 1.4075 -0.0286 0.9064